# 1
A single C3H2N2O2 molecule at a distorted geometry. Source: the Open Molecules 2025 dataset; level of theory: the ωB97M-V functional and the def2-TZVPD basis.

```
9
Properties=species:S:1:pos:R:3:lowdin_charge:R:1
H -1.46 -2.02 -0.09 0.09
N -1.77 -1.04 -0.05 0.21
C -0.78 -0.27 0.07 -0.40
C -0.99 1.16 0.17 -0.13
N -1.16 2.30 0.28 0.20
O 0.51 -0.74 0.19 0.05
C 1.59 0.04 -0.12 -0.28
O 1.56 1.13 -0.60 0.12
H 2.50 -0.53 0.13 0.15
```

Output
structure (SMILES): [H]/N=C(/C#N)OC=O
HOMO level: -11.49 eV
energy above the lowest of the compared OMol25 structures with the same formula, charge and spin: 0.9752 eV
spin multiplicity: 1



# 2
A single C3H2N2O2 molecule at a distorted geometry. Source: the Open Molecules 2025 dataset; level of theory: the ωB97M-V functional and the def2-TZVPD basis.

```
9
Properties=species:S:1:pos:R:3:lowdin_charge:R:1
O -2.58 -0.34 -0.08 0.18
C -1.43 -0.20 0.03 -0.44
N -0.77 1.02 0.22 0.17
C 0.48 0.94 -0.07 -0.11
C 1.19 -0.25 -0.03 -0.06
N 0.63 -1.49 0.03 0.06
O -0.57 -1.41 0.08 0.02
H 0.88 1.92 -0.22 0.12
H 2.18 -0.18 0.04 0.07
```

Output
structure (SMILES): O=c1nccno1
HOMO level: -10.16 eV
energy above the lowest of the compared OMol25 structures with the same formula, charge and spin: 3.2585 eV
spin multiplicity: 1



# 3
A single C3H2N2O2 molecule at a distorted geometry. Source: the Open Molecules 2025 dataset; level of theory: the ωB97M-V functional and the def2-TZVPD basis.

```
9
Properties=species:S:1:pos:R:3:lowdin_charge:R:1
O 0.79 0.03 1.95 0.04
C 0.39 0.05 0.75 -0.36
C 0.47 -1.14 -0.14 -0.01
N -0.26 -1.12 -1.23 0.08
O -1.33 -0.26 -1.23 -0.10
N -1.07 1.03 -0.77 0.10
C -0.12 1.27 0.16 0.01
H 1.02 -2.06 -0.02 0.13
H 0.11 2.21 0.54 0.11
```

Output
structure (SMILES): O=c1cnonc1
HOMO level: -10.28 eV
energy above the lowest of the compared OMol25 structures with the same formula, charge and spin: 4.5662 eV
spin multiplicity: 1



# 4
A single C3H2N2O2 molecule at a distorted geometry. Source: the Open Molecules 2025 dataset; level of theory: the ωB97M-V functional and the def2-TZVPD basis.

```
9
Properties=species:S:1:pos:R:3:lowdin_charge:R:1
N 1.94 -1.60 0.35 0.19
C 1.08 -0.95 -0.06 -0.23
C 0.05 -0.10 -0.50 -0.20
C -1.19 -0.29 0.36 -0.27
O -2.27 0.16 0.11 0.10
N 0.26 1.62 -0.20 0.09
O 1.34 1.96 0.11 0.07
H -0.34 0.06 -1.44 0.11
H -0.87 -0.85 1.27 0.13
```

Output
structure (SMILES): N#C[C@@H](C=O)N=O
HOMO level (alpha / beta): -10.11 / -10.11 eV
energy above the lowest of the compared OMol25 structures with the same formula, charge and spin: 3.8929 eV
spin multiplicity: 1



# 5
A single C3H2N2O2 molecule at a distorted geometry. Source: the Open Molecules 2025 dataset; level of theory: the ωB97M-V functional and the def2-TZVPD basis.

```
9
Properties=species:S:1:pos:R:3:lowdin_charge:R:1
N 2.56 -0.42 0.11 0.23
C 1.51 0.16 0.08 -0.24
N 0.39 0.68 0.05 0.17
C -0.57 -0.33 -0.05 -0.44
O -0.30 -1.51 -0.10 0.12
C -1.96 0.25 -0.08 -0.17
O -2.92 -0.47 -0.17 0.11
H 3.28 0.28 0.17 0.10
H -1.99 1.35 -0.02 0.13
```

Output
structure (SMILES): N=C=NC(=O)C=O
HOMO level: -10.38 eV
energy above the lowest of the compared OMol25 structures with the same formula, charge and spin: 1.6854 eV
spin multiplicity: 1



# 6
A single C3H2N2O2 molecule. Source: the Open Molecules 2025 dataset; level of theory: the ωB97M-V functional and the def2-TZVPD basis.

```
9
Properties=species:S:1:pos:R:3:lowdin_charge:R:1
O -2.75 -0.25 -0.14 0.05
C -2.02 0.70 0.03 -0.28
C -0.76 0.64 0.78 0.07
N 0.36 0.36 0.41 0.07
C 1.50 -0.09 0.07 -0.13
N 1.61 -1.53 0.23 -0.03
O 2.06 -2.09 -0.74 0.00
H -2.26 1.72 -0.31 0.12
H 2.28 0.54 -0.34 0.13
```

Output
HOMO level: -9.19 eV
energy above the lowest of the compared OMol25 structures with the same formula, charge and spin: 5.2137 eV
spin multiplicity: 1



- Look up the spin multiplicity of the second one.
  1